1.
# C28H29Cl2N7O3Sn

A structure of composition C28H29Cl2N7O3Sn in a non-equilibrium geometry (wB97M-V/def2-TZVPD, the OMol25 dataset).

Each line ends with the Mulliken charge.
CARTESIAN COORDINATES (ANGSTROEM)
Sn (0.1784, -0.3380, 0.2209)  1.361
Cl (6.3236, -2.5093, 3.7683)  -0.108
C (4.8318, -2.5518, 2.9582)  -0.164
C (4.0685, -1.4319, 2.8274)  -0.561
C (2.7806, -1.4667, 2.2185)  0.331
N (1.9773, -0.4460, 2.1949)  0.132
C (2.1730, 0.6956, 2.9525)  -0.130
O (2.4880, 0.6752, 4.1166)  -0.528
C (1.8843, 1.9690, 2.2249)  0.369
C (2.3082, 3.1653, 2.7971)  -0.653
C (2.0525, 4.3477, 2.1230)  -0.490
C (1.4160, 4.2828, 0.8920)  -0.776
C (1.0640, 3.0404, 0.3855)  -0.527
N (1.2742, 1.9066, 1.0391)  0.381
C (2.3297, -2.7334, 1.5910)  0.609
C (3.1686, -3.8712, 1.7464)  -1.027
C (4.3664, -3.8103, 2.3997)  0.188
Cl (5.3535, -5.1802, 2.5337)  -0.100
N (1.1700, -2.6995, 0.9852)  0.171
C (0.5507, -3.8326, 0.4619)  0.118
O (1.0983, -4.8591, 0.1440)  -0.566
C (-0.9266, -3.6659, 0.2922)  0.280
C (-1.7262, -4.8061, 0.2800)  -0.603
C (-3.0918, -4.6627, 0.0893)  -0.353
C (-3.6058, -3.3880, -0.0947)  -0.896
C (-2.7302, -2.3138, -0.0794)  -0.106
N (-1.4220, -2.4379, 0.1089)  0.107
H (4.4153, -0.4997, 3.2469)  0.628
H (2.8211, 3.1540, 3.7475)  0.560
H (2.3520, 5.2929, 2.5447)  0.473
H (1.1910, 5.1790, 0.3383)  0.474
H (0.5900, 2.9304, -0.5835)  0.556
H (2.8575, -4.8028, 1.2978)  0.758
H (-1.2755, -5.7782, 0.4173)  0.472
H (-3.7451, -5.5205, 0.0705)  0.473
H (-4.6625, -3.2339, -0.2490)  0.451
H (-3.0655, -1.2999, -0.2523)  0.479
C (3.5039, 1.0218, -2.8317)  -1.247
C (3.4628, 0.1279, -1.6365)  0.822
C (4.7710, -0.3735, -1.1287)  -1.087
O (2.4035, -0.1698, -1.1005)  -0.383
H (4.4909, 1.4430, -3.0025)  0.386
H (2.7574, 1.8092, -2.7385)  0.323
H (3.2344, 0.4337, -3.7113)  0.335
H (5.3817, -0.7578, -1.9429)  0.416
H (4.6325, -1.1363, -0.3664)  0.159
H (5.3203, 0.4629, -0.6961)  0.351
C (-4.4490, 1.0067, -3.4647)  -0.681
C (-3.0017, 0.6219, -3.7229)  -0.638
N (-2.2355, 0.7653, -2.4992)  -0.048
C (-2.6599, 1.3547, -1.3585)  -0.143
N (-1.9214, 1.1691, -0.2808)  0.269
C (-2.3113, 1.9184, 0.9021)  -0.691
C (-3.8277, 2.0229, 1.0136)  -0.741
C (-4.3301, 2.7383, -0.2302)  -0.659
N (-3.7797, 2.0978, -1.4076)  0.153
C (-4.4435, 2.3135, -2.6780)  -0.656
H (-4.9535, 0.2387, -2.8735)  0.283
H (-4.9843, 1.1148, -4.4065)  0.392
H (-2.5734, 1.2669, -4.4979)  0.343
H (-2.9412, -0.4120, -4.0669)  0.359
H (-1.3860, 0.2265, -2.4141)  -0.005
H (-1.8907, 2.9322, 0.8485)  0.276
H (-1.8830, 1.4111, 1.7781)  0.283
H (-4.1157, 2.5802, 1.9020)  0.401
H (-4.2629, 1.0236, 1.0703)  0.288
H (-4.0332, 3.7945, -0.2092)  0.279
H (-5.4226, 2.7011, -0.2808)  0.421
H (-3.9205, 3.0981, -3.2397)  0.269
H (-5.4623, 2.6519, -2.4841)  0.386

Kohn-Sham gap (Eh): 0.207
Net charge: +2
Lowest unoccupied orbital energy (eV): -7.97
Highest occupied orbital energy (hartree): -0.499

2.
# C28H29CuS2SbSe2

A structure of composition C28H29CuS2SbSe2 (wB97M-V/def2-TZVPD, the OMol25 dataset).

Each line ends with the Mulliken charge.
CARTESIAN COORDINATES (ANGSTROEM)
Cu (0.2340, -0.1235, 1.5310)  1.337
S (-0.9988, -2.0050, 1.4131)  -0.685
C (-2.5514, -1.1698, 1.5815)  0.392
C (-3.7121, -1.9425, 1.4279)  -0.707
C (-4.9800, -1.3942, 1.5039)  -0.521
C (-5.1191, -0.0323, 1.7468)  -0.496
C (-3.9879, 0.7475, 1.9061)  -0.723
C (-2.6926, 0.2141, 1.8257)  0.430
S (-1.3424, 1.3457, 2.0228)  -0.521
H (-3.5880, -3.0034, 1.2455)  0.367
H (-5.8524, -2.0231, 1.3656)  0.344
H (-6.1017, 0.4221, 1.8067)  0.339
H (-4.0798, 1.8099, 2.0991)  0.381
C (0.4404, 0.3443, 7.3849)  -0.941
Se (-0.3006, 0.7261, 5.6025)  0.141
C (0.8811, -0.5038, 4.6358)  -0.582
C (2.1057, 0.1681, 4.0159)  -0.745
Se (2.4426, -0.2223, 2.1082)  -0.023
C (2.6401, -2.1528, 2.2669)  -0.811
H (0.3490, -0.7195, 7.5950)  0.267
H (-0.1530, 0.9032, 8.1062)  0.297
H (1.4808, 0.6548, 7.4510)  0.281
H (0.2484, -0.9770, 3.8844)  0.001
H (1.1762, -1.2629, 5.3587)  0.400
H (3.0169, -0.1092, 4.5481)  0.467
H (2.0151, 1.2522, 4.0231)  0.456
H (3.4011, -2.3792, 3.0126)  0.423
H (2.9512, -2.5120, 1.2878)  0.052
H (1.6786, -2.5897, 2.5259)  0.266
C (-1.2646, -0.3095, -6.4221)  -0.386
C (-0.0602, -0.6667, -5.8309)  -0.698
C (0.1009, -0.5665, -4.4536)  0.047
C (-0.9375, -0.1143, -3.6405)  -0.219
C (-2.1463, 0.2249, -4.2513)  -0.455
C (-2.3103, 0.1402, -5.6286)  -0.541
Sb (-0.8486, 0.0607, -1.4603)  0.802
C (1.0692, -0.9714, -1.4329)  0.115
C (1.0347, -2.3653, -1.3817)  -0.851
C (2.2051, -3.1103, -1.4060)  -0.570
C (3.4371, -2.4709, -1.4717)  -0.616
C (3.4858, -1.0849, -1.5153)  -0.471
C (2.3084, -0.3415, -1.5000)  -0.199
C (0.0011, 2.0612, -1.6632)  0.171
C (0.7756, 2.6285, -0.6508)  -0.215
C (1.3090, 3.9038, -0.7829)  -0.837
C (1.0627, 4.6472, -1.9286)  -0.398
C (0.2761, 4.1082, -2.9345)  -0.680
C (-0.2473, 2.8269, -2.8014)  -0.289
H (-1.3895, -0.3837, -7.4959)  0.349
H (0.7569, -1.0250, -6.4465)  0.368
H (1.0522, -0.8364, -4.0115)  0.324
H (-2.9784, 0.5616, -3.6387)  0.336
H (-3.2546, 0.4183, -6.0823)  0.385
H (0.0789, -2.8720, -1.3010)  0.434
H (2.1590, -4.1924, -1.3606)  0.345
H (4.3541, -3.0483, -1.4861)  0.330
H (4.4401, -0.5735, -1.5683)  0.384
H (2.3701, 0.7380, -1.5459)  0.359
H (0.9515, 2.0776, 0.2645)  0.357
H (1.9096, 4.3222, 0.0164)  0.397
H (1.4769, 5.6430, -2.0363)  0.348
H (0.0717, 4.6830, -3.8305)  0.373
H (-0.8510, 2.4215, -3.6039)  0.315

Kohn-Sham gap (Eh): 0.218
Net charge: -1
Lowest unoccupied orbital energy (eV): 2.28
Highest occupied orbital energy (hartree): -0.134

3.
# C28H29GaN6O2PS

A structure of composition C28H29GaN6O2PS (wB97M-V/def2-TZVPD, the OMol25 dataset).

Each line ends with the Mulliken charge.
CARTESIAN COORDINATES (ANGSTROEM)
Ga (0.1532, 0.4545, -0.2257)  0.605
C (-0.1054, 0.3768, -4.5356)  -1.066
C (1.2249, 0.3970, -4.9198)  -0.637
C (2.2200, 0.4268, -3.9471)  -0.820
C (1.8481, 0.4425, -2.6207)  0.417
N (0.5548, 0.4045, -2.2523)  0.116
C (-0.4051, 0.3776, -3.1851)  -0.113
C (2.7914, 0.5426, -1.4770)  0.827
C (4.1673, 0.6231, -1.5691)  -0.777
C (4.9009, 0.7354, -0.3951)  -0.965
C (4.2546, 0.7770, 0.8335)  -0.815
C (2.8746, 0.7087, 0.8529)  0.773
N (2.1840, 0.5793, -0.2848)  0.378
C (2.0211, 0.7998, 2.0632)  0.589
C (2.4986, 1.0415, 3.3342)  -0.852
C (1.5865, 1.1706, 4.3756)  -0.667
C (0.2321, 1.0559, 4.1109)  -1.234
C (-0.1729, 0.8133, 2.8101)  -0.252
N (0.7070, 0.6754, 1.8108)  0.173
H (-0.9032, 0.3678, -5.2649)  0.490
H (1.4936, 0.3982, -5.9682)  0.487
H (3.2614, 0.4523, -4.2346)  0.470
H (-1.4233, 0.3524, -2.8194)  0.754
H (4.6662, 0.6132, -2.5274)  0.512
H (5.9803, 0.8025, -0.4385)  0.495
H (4.8222, 0.8754, 1.7471)  0.498
H (3.5571, 1.1521, 3.5210)  0.470
H (1.9357, 1.3739, 5.3796)  0.480
H (-0.5049, 1.1657, 4.8940)  0.513
H (-1.2167, 0.7283, 2.5368)  0.819
C (-1.1685, -5.0422, -0.7084)  -0.741
N (0.1457, -4.8378, 0.0859)  0.037
C (-0.1975, -4.9055, 1.5928)  -0.757
N (-1.2029, -3.9566, 1.9152)  0.197
C (-2.4156, -4.1891, 1.1246)  -0.889
N (-2.1367, -4.0860, -0.3090)  0.182
C (-1.8310, -2.7230, -0.7306)  -1.176
P (-0.3023, -2.1006, 0.1200)  1.552
C (0.8073, -3.5356, -0.2691)  -1.201
C (-0.7460, -2.5716, 1.8576)  -1.166
H (-1.4978, -6.0546, -0.4782)  0.373
H (-0.9181, -4.9636, -1.7652)  0.388
H (0.7846, -5.6039, -0.1397)  0.349
H (0.7278, -4.7273, 2.1388)  0.380
H (-0.5448, -5.9218, 1.7736)  0.367
H (-3.1756, -3.4611, 1.4009)  0.378
H (-2.7958, -5.1864, 1.3436)  0.310
H (-2.6631, -2.0625, -0.4844)  0.519
H (-1.6941, -2.6828, -1.8129)  0.461
H (1.7422, -3.4616, 0.2874)  0.504
H (1.0423, -3.5502, -1.3340)  0.462
H (-1.5440, -1.9118, 2.2024)  0.389
H (0.1119, -2.4257, 2.5173)  0.460
O (-3.1199, 7.5512, 0.5416)  -0.441
C (-2.3637, 6.8544, -0.3203)  0.539
O (-1.7047, 7.3982, -1.1541)  -0.490
C (-2.3814, 5.3507, -0.2178)  0.352
C (-2.4567, 4.6718, 0.9903)  -0.791
C (-2.3323, 3.2877, 1.0234)  -0.506
C (-2.1532, 2.5906, -0.1634)  0.703
S (-2.0190, 0.7969, -0.1269)  -0.127
C (-2.1177, 3.2636, -1.3818)  -0.382
C (-2.2130, 4.6428, -1.4026)  -0.923
H (-3.7264, 6.9858, 1.0340)  0.332
H (-2.5803, 5.2131, 1.9207)  0.407
H (-2.3870, 2.7631, 1.9681)  0.416
H (-2.0231, 2.7168, -2.3100)  0.381
H (-2.1538, 5.1907, -2.3338)  0.483

Kohn-Sham gap (Eh): 0.236
Net charge: +3
Lowest unoccupied orbital energy (eV): -9.39
Highest occupied orbital energy (hartree): -0.581